{"formula": "C34H50N4O3P2RbSe2", "method": "ωB97M-V/def2-TZVPD", "orbital_gap_ha": 0.2778, "de_lowest_kj_mol": 44.8, "total_charge": 1, "total_energy_ev": -198093.00866, "lumo_ev": -2.56, "e_homo_ev": -10.12, "symbols": ["Rb", "C", "O", "C", "C", "O", "C", "C", "O", "C", "H", "H", "H", "H", "H", "H", "H", "H", "H", "H", "H", "H", "H", "H", "C", "P", "C", "N", "C", "C", "C", "C", "C", "C", "N", "C", "P", "C", "C", "C", "C", "C", "C", "C", "C", "C", "H", "H", "H", "H", "H", "H", "H", "H", "H", "H", "H", "H", "H", "H", "H", "H", "H", "H", "H", "H", "H", "H", "H", "H", "H", "H", "H", "H", "Se", "Se", "C", "C", "C", "C", "C", "N", "C", "C", "C", "C", "C", "N", "H", "H", "H", "H", "H", "H", "H", "H"], "coordinates": [[-0.0316, 0.0820, -1.0061], [-0.4549, 2.9717, -3.3973], [-1.0406, 1.7482, -2.9838], [-2.4275, 1.8802, -2.7309], [-2.9823, 0.5697, -2.2120], [-2.5455, 0.3822, -0.8770], [-3.1926, -0.6679, -0.1825], [-2.5986, -2.0438, -0.4402], [-1.3124, -2.0916, 0.1572], [-0.8398, -3.4125, 0.3625], [-0.9631, 3.3749, -4.2782], [0.5841, 2.7676, -3.6502], [-0.4919, 3.7138, -2.5926], [-2.9557, 2.1489, -3.6534], [-2.6017, 2.6663, -1.9855], [-2.6400, -0.2427, -2.8681], [-4.0768, 0.6111, -2.2418], [-4.2622, -0.6818, -0.4201], [-3.0688, -0.4520, 0.8809], [-2.5321, -2.2652, -1.5145], [-3.2536, -2.7931, 0.0194], [-1.5588, -3.9980, 0.9440], [0.0905, -3.3385, 0.9237], [-0.6560, -3.9247, -0.5885], [2.7807, -1.4310, 0.5458], [2.4202, 0.3142, 1.0100], [0.9914, -0.0032, 2.1607], [1.0578, -1.1456, 2.8033], [0.0574, -1.5163, 3.6341], [0.1356, -2.7313, 4.3468], [-0.8871, -3.0864, 5.1814], [-2.0187, -2.2548, 5.3286], [-2.1227, -1.0799, 4.6369], [-1.0779, -0.6888, 3.7726], [-1.1732, 0.4505, 3.0525], [-0.1810, 0.8298, 2.2774], [-0.6222, 2.2198, 1.1425], [0.8224, 3.3584, 1.2953], [-1.9513, 3.2121, 2.0435], [-1.6528, 3.5066, 3.5128], [-2.0409, 4.5324, 1.2667], [-3.2999, 2.4929, 1.8990], [3.8490, 0.6985, 2.1975], [3.5014, 1.9807, 2.9599], [4.1785, -0.4127, 3.1919], [5.0684, 0.9602, 1.3071], [2.8108, -2.0746, 1.4191], [3.7302, -1.4652, 0.0114], [1.9982, -1.7776, -0.1322], [1.0161, -3.3493, 4.2255], [-0.8329, -4.0104, 5.7418], [-2.8100, -2.5560, 6.0026], [-2.9843, -0.4332, 4.7429], [1.0238, 3.6417, 2.3269], [0.6177, 4.2500, 0.7039], [1.6947, 2.8709, 0.8694], [-0.7381, 4.0893, 3.6331], [-1.5690, 2.5899, 4.0903], [-2.4738, 4.0948, 3.9318], [-1.1823, 5.1762, 1.4573], [-2.9360, 5.0749, 1.5770], [-2.1128, 4.3540, 0.1892], [-3.3083, 1.5659, 2.4652], [-3.5102, 2.2714, 0.8493], [-4.0970, 3.1379, 2.2784], [2.5734, 1.8678, 3.5259], [3.3992, 2.8293, 2.2827], [4.2994, 2.2141, 3.6678], [3.3160, -0.6926, 3.7914], [4.9594, -0.0563, 3.8689], [4.5600, -1.3037, 2.6924], [4.8563, 1.7272, 0.5580], [5.3946, 0.0534, 0.7940], [5.9020, 1.3119, 1.9193], [0.9339, -2.8514, -4.6358], [0.2204, -0.6958, -4.0950], [2.0216, -0.0082, -3.9741], [2.8864, -0.0624, -5.0614], [4.1837, 0.3920, -4.8896], [4.5589, 0.9012, -3.6546], [3.6131, 0.9437, -2.6441], [2.3669, 0.4923, -2.7914], [-0.8192, -3.6067, -4.5822], [-1.0235, -4.9393, -4.9328], [-2.3131, -5.4336, -4.9059], [-3.3534, -4.5939, -4.5281], [-3.0479, -3.2941, -4.1775], [-1.8054, -2.8037, -4.1927], [2.5481, -0.4547, -6.0105], [4.8882, 0.3526, -5.7100], [5.5624, 1.2626, -3.4787], [3.8551, 1.3503, -1.6677], [-0.1853, -5.5590, -5.2215], [-2.5088, -6.4617, -5.1803], [-4.3771, -4.9404, -4.5111], [-3.8254, -2.6027, -3.8693]], "lowdin_charge": [0.8376, -0.0753, -0.3797, -0.1947, -0.1920, -0.3463, -0.1762, -0.1933, -0.2996, -0.0752, 0.1017, 0.0876, 0.0967, 0.1422, 0.1312, 0.1098, 0.1415, 0.1391, 0.1254, 0.1143, 0.1382, 0.0987, 0.0832, 0.0985, -0.2662, 0.9648, -0.4162, 0.1244, -0.2089, -0.0065, -0.0629, -0.0614, -0.0030, -0.2032, 0.1176, -0.4004, 0.9841, -0.2718, -0.7094, -0.0802, -0.1092, -0.0994, -0.7145, -0.0995, -0.0871, -0.1081, 0.0328, 0.0454, 0.0102, 0.1185, 0.1097, 0.1101, 0.1169, 0.0433, 0.0384, -0.0175, 0.0736, 0.0635, 0.0911, 0.0722, 0.0914, 0.0709, 0.0567, 0.0679, 0.0879, 0.0790, 0.0671, 0.0910, 0.0683, 0.0904, 0.0780, 0.0663, 0.0755, 0.0920, 0.7465, 0.6783, -0.6694, -0.1048, -0.0424, -0.0406, -0.1324, -0.0166, -0.6801, -0.0995, -0.0551, -0.0570, -0.1465, -0.0268, 0.1033, 0.1178, 0.1115, 0.0878, 0.1072, 0.1156, 0.1079, 0.1087]}